This record from the Open Molecules 2025 dataset describes 2 unconnected molecules or ions with the total composition C36H34N3O. The level of theory is ωB97M-V/def2-TZVPD.

```
! wB97M-V def2-TZVPD RIJCOSX def2/J DEFGRID3
* xyz 1 1
C 2.46676 -4.64208 -3.91732
N 2.52521 -3.38691 -3.17964
C 3.81968 -3.06888 -2.60036
C 1.39524 -2.79210 -2.64632
C 0.32596 -3.55184 -2.13781
C -0.65636 -2.92838 -1.40471
N -0.73019 -1.55025 -1.29921
C -1.64103 -0.88397 -0.51519
C -2.77923 -1.55721 -0.02669
C -4.03338 -0.75163 0.21770
C -5.13203 -1.42259 0.77675
C -6.36804 -0.79335 0.90476
C -6.53270 0.53643 0.48379
C -5.44019 1.21417 -0.07282
C -4.21245 0.56402 -0.23221
O -2.84258 -2.78789 0.22927
C 0.21047 -0.80331 -1.98106
C 1.29656 -1.38753 -2.57128
H 1.51759 -4.71069 -4.47016
H 3.29268 -4.67460 -4.64317
H 2.55161 -5.51152 -3.24376
H 3.73069 -2.15765 -1.99685
H 4.16003 -3.88433 -1.93997
H 4.58360 -2.90263 -3.37341
H 0.28830 -4.62958 -2.25423
H -1.40813 -3.47922 -0.86402
H -1.61068 0.19902 -0.59501
H -5.02412 -2.47206 1.05144
H -7.20981 -1.35160 1.30923
H -7.50830 1.02245 0.54001
H -5.54414 2.23995 -0.41921
H -3.39981 1.06811 -0.75544
H 0.07811 0.27349 -1.97086
H 2.07710 -0.77045 -3.01220
C 3.67499 3.61061 -3.09812
N 3.84230 3.38257 -1.67666
C 4.81111 4.24890 -1.05174
C 2.85521 2.76640 -0.89959
C 2.76262 1.36197 -0.88440
C 1.85789 0.73323 -0.05599
C 0.90397 1.46271 0.68463
C -0.04748 0.74694 1.49900
C -1.29681 1.28074 2.00046
C -1.69517 0.50343 3.14007
C -2.72331 0.93814 3.96768
C -3.40895 2.11396 3.63960
C -3.09943 2.80373 2.45532
C -2.04338 2.39985 1.63795
C -0.69503 -0.53226 3.34189
C 0.31090 -0.38938 2.32519
C 1.48908 -1.13431 2.41303
C 1.66330 -2.00740 3.48951
C 0.68887 -2.13052 4.48934
C -0.49523 -1.38204 4.42030
C 0.95261 2.88213 0.61666
C 1.95307 3.51452 -0.10386
H 2.96433 2.89024 -3.51093
H 3.29932 4.63097 -3.28629
H 4.64452 3.49554 -3.59861
H 5.04088 3.88682 -0.04252
H 5.72774 4.23406 -1.65046
H 4.43895 5.27806 -0.97175
H 3.45852 0.78759 -1.50250
H 1.82261 -0.35653 -0.05446
H -2.95287 0.38828 4.87832
H -4.19488 2.49025 4.29519
H -3.68361 3.68191 2.18418
H -1.80576 2.94284 0.72104
H 2.27038 -1.03436 1.66597
H 2.58461 -2.58600 3.55731
H 0.85694 -2.81549 5.32225
H -1.24256 -1.43771 5.20615
H 0.21717 3.48249 1.15349
H 2.04614 4.60170 -0.10672
*
```

The LUMO energy comes out at -5.2 eV. As for the total energy: -1631.41791 Eh. The value obtained for the gap between HOMO and LUMO is 0.1540 Eh. The energy above the lowest of the compared OMol25 structures with the same formula, charge and spin is 13.90 kcal per mole.

Electronic structure analysis, Löwdin charges in units of e: C -0.0577; N -0.2099; C -0.0528; C -0.2285; C 0.0433; C 0.0337; N -0.0183; C -0.0399; C -0.3513; C -0.1427; C -0.0179; C -0.0660; C -0.0722; C -0.0826; C -0.0493; O -0.0068; C -0.0331; C 0.0023; H 0.0987; H 0.0954; H 0.0930; H 0.0757; H 0.0970; H 0.0945; H 0.1244; H 0.1142; H 0.0936; H 0.1177; H 0.1062; H 0.1062; H 0.1030; H 0.0982; H 0.1354; H 0.1248; C -0.0607; N -0.2427; C -0.0707; C -0.2214; C 0.0102; C -0.0466; C -0.1419; C 0.0135; C -0.1270; C -0.0882; C 0.0179; C -0.0263; C -0.0524; C -0.0222; C -0.0898; C -0.0982; C 0.0095; C -0.0519; C -0.0341; C 0.0140; C 0.0197; C 0.0262; H 0.0875; H 0.0926; H 0.0892; H 0.0976; H 0.0923; H 0.0858; H 0.1242; H 0.0988; H 0.1215; H 0.1177; H 0.1146; H 0.1202; H 0.1024; H 0.1123; H 0.1171; H 0.1201; H 0.1139; H 0.1274

---

This record from the Open Molecules 2025 dataset describes a molecular structure, C45H30F5N2P2PdS. The level of theory is ωB97M-V/def2-TZVPD.

```
! wB97M-V def2-TZVPD RIJCOSX def2/J DEFGRID3
* xyz -1 3
Pd 0.20088 0.38580 0.35825
C -2.29871 2.71389 0.09362
P -2.16241 0.98502 -0.54566
C -3.48290 0.11331 0.36660
C -3.12182 -0.78255 1.36779
C -4.09827 -1.39893 2.14016
C -5.43965 -1.13388 1.91225
C -5.80880 -0.24706 0.90740
C -4.83506 0.37311 0.14206
C -2.82855 1.06974 -2.23811
C -2.68468 2.22855 -3.00010
C -3.09923 2.25492 -4.32481
C -3.64996 1.12269 -4.90712
C -3.77146 -0.04368 -4.16182
C -3.35538 -0.07352 -2.84089
C -0.93922 3.34797 0.11149
C -0.54200 4.66245 -0.05588
C 0.86589 4.68390 0.13080
C 1.23681 3.38068 0.39808
C 2.57122 2.74953 0.67096
P 2.45732 1.06277 -0.02818
C 3.91100 0.12378 0.48856
C 4.90437 0.64519 1.31022
C 5.94917 -0.16094 1.74153
C 6.00411 -1.49217 1.35759
C 5.00900 -2.02025 0.54384
C 3.96292 -1.21985 0.11796
C 2.71863 1.34058 -1.81355
C 1.61726 1.69354 -2.59316
C 1.76634 1.93831 -3.94923
C 3.01472 1.82368 -4.54472
C 4.11615 1.47301 -3.77674
C 3.96989 1.23730 -2.41744
N 0.14314 2.57099 0.39317
H -2.70110 2.61316 1.10537
H -3.01853 3.29616 -0.48590
H -2.07483 -1.01127 1.53488
H -3.80345 -2.08803 2.92156
H -6.19929 -1.61840 2.51285
H -6.85528 -0.03721 0.72381
H -5.12696 1.06540 -0.63969
H -2.23470 3.11293 -2.56322
H -2.98974 3.16465 -4.90204
H -3.97630 1.14476 -5.93923
H -4.18639 -0.93623 -4.61307
H -3.44300 -0.98952 -2.26833
H -1.18318 5.50299 -0.27767
H 1.52132 5.53924 0.06438
H 2.77237 2.65735 1.74349
H 3.39182 3.29755 0.20135
H 4.86496 1.68124 1.62091
H 6.71507 0.25071 2.38672
H 6.81227 -2.12329 1.70478
H 5.03759 -3.06438 0.25937
H 3.16063 -1.64094 -0.47877
H 0.63967 1.77910 -2.13177
H 0.90200 2.21501 -4.53956
H 3.12814 2.00078 -5.60701
H 5.09296 1.38330 -4.23559
H 4.83410 0.96240 -1.82464
F -1.03456 2.62982 7.18365
C -0.53005 1.98415 6.12318
C 0.67043 1.30248 6.21777
F 1.33948 1.29450 7.37888
C 1.17568 0.63887 5.11648
F 2.34787 0.00835 5.27430
C 0.52902 0.60787 3.87773
S 1.24185 -0.29191 2.55414
C -0.67777 1.30108 3.82978
F -1.41491 1.31729 2.71477
C -1.20208 1.97776 4.91692
F -2.37228 2.61964 4.80776
N -0.57115 -9.56374 -1.30072
C -0.47615 -8.43111 -1.12105
C -0.35709 -7.01777 -0.89874
C 0.73723 -6.31833 -1.40711
C 0.84594 -4.95902 -1.19685
C -0.13105 -4.25674 -0.47564
C -1.22469 -4.97716 0.02831
C -1.33810 -6.33667 -0.17803
C -0.02199 -2.85491 -0.25891
C 0.06310 -1.65391 -0.06037
H 1.49780 -6.84893 -1.96479
H 1.69187 -4.41205 -1.59067
H -1.98385 -4.44342 0.58404
H -2.18546 -6.88148 0.21731
*
```

The LUMO energy (alpha / beta) comes out at 2.4 / 1.4 eV. As for the total energy: -3550.43501 Eh. The value obtained for the gap between HOMO and LUMO (alpha / beta) is 0.2246 / 0.2291 Eh.

Electronic structure analysis, Löwdin charges in units of e: Pd 0.4323; C -0.2717; P 1.0407; C -0.3652; C -0.1019; C -0.0789; C -0.0963; C -0.0925; C -0.0934; C -0.3646; C -0.0957; C -0.0945; C -0.1037; C -0.0906; C -0.0961; C -0.4179; C -0.0849; C -0.0807; C -0.4195; C -0.2562; P 0.9609; C -0.4019; C -0.0867; C -0.0864; C -0.0929; C -0.0793; C -0.0962; C -0.3215; C -0.0830; C -0.0787; C -0.0977; C -0.0943; C -0.0849; N -0.0813; H 0.0762; H 0.0819; H 0.0684; H 0.1028; H 0.0964; H 0.0969; H 0.1077; H 0.0974; H 0.0984; H 0.0948; H 0.0995; H 0.1095; H 0.0813; H 0.0817; H 0.0808; H 0.0946; H 0.0963; H 0.0990; H 0.0969; H 0.1012; H 0.1013; H 0.0779; H 0.1001; H 0.0962; H 0.0969; H 0.1007; F 0.1030; C -0.1518; C -0.1535; F 0.1029; C -0.2562; F 0.0659; C -0.5176; S 0.6710; C -0.2310; F 0.0534; C -0.1479; F 0.1088; N 0.1291; C -0.2034; C -0.2547; C -0.0399; C -0.0307; C -0.2572; C -0.0267; C -0.0380; C -0.1692; C -0.1853; H 0.1131; H 0.1112; H 0.1121; H 0.1137